# 1
ORCA calculation (the ωB97M-V functional and the def2-TZVPD basis) on 11 unconnected molecules or ions with the total composition C62H136F17N10O20S7.

Structure (ORCA input):
```
! RIJCOSX wB97M-V def2-TZVPD def2/J DEFGRID3
* xyz 3 1
N 3.766 -3.171 -5.333
S 3.451 -1.752 -5.333
O 4.535 -0.765 -5.184
O 2.073 -1.342 -4.975
F 3.288 -1.698 -6.935
S 3.418 -3.433 -3.713
O 2.233 -4.257 -3.555
O 3.664 -2.409 -2.677
F 4.679 -4.386 -3.502
C -1.694 0.639 -1.393
F -1.662 -0.471 -2.163
F -1.582 1.694 -2.230
F -2.827 0.659 -0.791
S -0.171 0.514 -0.104
O 0.940 1.146 -0.778
O -0.735 1.208 1.038
N -0.178 -1.145 0.393
S 1.110 -1.561 -0.329
O 1.074 -1.371 -1.753
O 2.340 -1.134 0.365
C 1.103 -3.544 0.028
F 0.101 -4.066 -0.692
F 2.232 -4.176 -0.423
F 1.050 -3.808 1.338
C -0.741 5.443 -0.844
F -1.085 4.979 0.380
F -0.712 4.374 -1.674
F -1.753 6.171 -1.238
S 0.855 6.613 -0.871
O 1.962 5.704 -0.969
O 0.592 7.500 -2.016
N 0.507 7.570 0.598
S 1.526 7.078 1.549
O 1.284 5.707 1.908
O 2.871 7.424 1.031
C 1.377 8.141 3.209
F 0.089 8.474 3.324
F 1.719 7.481 4.296
F 2.093 9.239 3.239
C -1.917 5.783 4.734
C -0.715 5.406 5.580
C 0.191 4.487 4.876
C -0.290 3.053 4.827
N 0.857 2.193 4.302
C 0.314 0.762 4.117
C 1.095 -0.117 5.099
C 2.391 0.648 5.373
C 1.916 2.032 5.441
C 1.477 2.725 2.979
H -2.463 6.567 5.258
H -2.619 4.965 4.571
H -1.736 6.180 3.736
H -0.962 5.061 6.584
H -0.220 6.349 5.816
H 1.155 4.497 5.385
H 0.295 4.859 3.857
H -1.151 2.877 4.183
H -0.629 2.687 5.796
H 0.403 0.540 3.053
H -0.768 0.632 4.141
H 1.275 -1.132 4.745
H 0.587 -0.353 6.034
H 3.113 0.503 4.570
H 3.026 0.293 6.185
H 2.755 2.719 5.337
H 1.516 2.196 6.442
H 2.007 3.648 3.214
H 0.689 2.987 2.273
H 2.168 1.957 2.631
C 6.182 -7.933 2.224
C 6.978 -6.663 2.551
C 6.270 -5.459 1.880
C 6.790 -4.061 2.226
N 6.196 -2.894 1.474
C 6.969 -1.625 1.901
C 6.236 -0.993 3.056
C 4.801 -1.221 2.650
C 4.789 -2.589 1.963
C 6.307 -2.997 -0.081
H 6.238 -8.168 1.161
H 5.231 -7.832 2.747
H 6.588 -8.817 2.717
H 8.021 -6.754 2.248
H 7.180 -6.571 3.618
H 5.189 -5.596 1.846
H 6.468 -5.656 0.827
H 7.845 -4.066 1.953
H 6.727 -3.977 3.311
H 6.957 -1.006 1.004
H 8.003 -1.856 2.154
H 6.440 0.076 3.129
H 6.438 -1.498 4.001
H 4.319 -0.451 2.048
H 4.156 -1.329 3.522
H 3.967 -2.555 1.248
H 4.432 -3.278 2.728
H 5.722 -2.200 -0.541
H 5.941 -3.962 -0.432
H 7.334 -2.919 -0.439
C -4.876 -0.280 -2.984
C -5.370 1.055 -3.719
C -4.346 2.155 -3.621
C -4.908 3.370 -4.429
N -4.061 4.657 -4.239
C -4.587 5.731 -5.287
C -3.302 6.354 -5.836
C -2.104 5.715 -5.149
C -2.611 4.368 -4.667
C -4.297 5.282 -2.863
H -4.945 -0.147 -1.904
H -3.838 -0.514 -3.219
H -5.530 -1.123 -3.206
H -6.250 1.322 -3.134
H -5.616 0.808 -4.752
H -3.385 1.813 -4.004
H -4.161 2.344 -2.564
H -5.905 3.746 -4.203
H -4.792 3.166 -5.494
H -5.249 6.461 -4.824
H -5.091 5.267 -6.135
H -3.257 7.404 -5.546
H -3.202 6.414 -6.920
H -1.605 6.348 -4.415
H -1.332 5.526 -5.895
H -1.989 4.016 -3.844
H -2.606 3.640 -5.478
H -3.711 6.199 -2.795
H -3.953 4.548 -2.135
H -5.323 5.648 -2.833
C -6.287 -3.502 1.595
O -4.885 -3.212 1.661
C -4.719 -1.828 1.929
C -3.413 -1.361 1.308
N -2.275 -2.262 1.696
H -2.435 -3.208 1.381
H -1.401 -1.915 1.329
C -1.923 -2.263 3.262
C -0.833 -3.368 3.674
O -1.075 -4.652 3.211
C -0.448 -5.606 4.132
H -7.006 -2.984 2.230
H -6.312 -4.587 1.698
H -6.756 -3.271 0.639
H -4.772 -1.594 2.992
H -5.465 -1.239 1.395
H -3.132 -0.350 1.603
H -3.476 -1.306 0.221
H -2.846 -2.643 3.699
H -1.597 -1.257 3.527
H -0.638 -3.299 4.744
H 0.084 -3.043 3.182
H -0.227 -6.422 3.444
H -1.095 -5.844 4.976
H 0.554 -5.349 4.477
C 5.755 4.912 -0.779
C 5.151 3.900 -1.825
N 4.709 2.533 -1.263
C 3.549 2.830 -0.324
C 4.126 1.481 -2.302
C 3.116 1.997 -3.318
C 5.801 1.848 -0.359
C 7.235 1.755 -1.013
O 7.154 1.057 -2.285
C 8.406 1.092 -2.987
H 6.089 5.740 -1.404
H 6.578 4.606 -0.132
H 4.935 5.254 -0.148
H 5.778 3.669 -2.687
H 4.281 4.332 -2.321
H 3.830 3.276 0.630
H 3.095 1.866 -0.098
H 2.716 3.317 -0.830
H 3.770 0.593 -1.779
H 4.981 1.176 -2.905
H 3.322 3.013 -3.656
H 2.087 2.035 -2.961
H 2.957 1.284 -4.126
H 5.451 0.863 -0.049
H 5.964 2.420 0.555
H 7.865 1.142 -0.368
H 7.611 2.777 -1.066
H 9.031 0.377 -2.453
H 8.954 2.034 -3.004
H 8.145 0.701 -3.971
C 0.267 -7.252 -0.344
C 1.415 -7.033 -1.438
N 1.210 -8.033 -2.662
C 1.505 -9.505 -2.176
C -0.136 -7.976 -3.332
C -0.547 -6.475 -3.703
C 2.254 -7.649 -3.751
C 3.786 -8.002 -3.534
O 4.251 -7.689 -2.282
C 5.673 -7.488 -2.152
H 0.242 -8.283 0.011
H -0.776 -7.096 -0.619
H 0.393 -6.646 0.553
H 2.343 -7.294 -0.929
H 1.595 -6.078 -1.932
H 0.653 -9.751 -1.541
H 2.461 -9.460 -1.655
H 1.700 -10.035 -3.108
H -0.842 -8.336 -2.584
H -0.112 -8.635 -4.199
H -0.525 -5.699 -2.937
H -1.583 -6.543 -4.037
H 0.016 -6.103 -4.559
H 2.188 -6.592 -4.008
H 1.971 -8.178 -4.661
H 4.275 -7.425 -4.319
H 4.113 -9.036 -3.646
H 6.009 -7.750 -1.149
H 5.918 -6.438 -2.313
H 6.253 -8.100 -2.842
C -9.322 6.188 2.769
C -8.815 5.699 1.346
N -8.563 4.119 1.269
C -9.923 3.459 1.317
C -7.890 3.917 -0.074
C -8.645 4.278 -1.403
C -7.795 3.531 2.458
C -6.256 3.854 2.475
O -5.576 3.102 1.480
C -4.201 3.400 1.281
H -10.308 5.763 2.958
H -9.389 7.275 2.795
H -8.663 5.957 3.606
H -7.833 6.131 1.156
H -9.389 6.056 0.491
H -10.470 4.070 0.599
H -10.280 3.482 2.346
H -9.784 2.413 1.043
H -7.526 2.891 -0.129
H -6.910 4.386 0.012
H -8.169 3.846 -2.284
H -8.672 5.354 -1.573
H -9.666 3.897 -1.389
H -7.941 2.450 2.447
H -8.196 3.933 3.388
H -5.842 3.710 3.473
H -6.066 4.920 2.354
H -3.821 2.944 0.366
H -3.704 2.931 2.130
H -4.029 4.474 1.206
C -3.596 -4.153 -1.411
F -2.545 -3.811 -2.070
F -3.284 -4.302 -0.054
F -4.552 -3.204 -1.524
S -4.263 -5.877 -2.084
O -5.467 -6.067 -1.275
O -4.491 -5.751 -3.546
O -3.259 -6.919 -1.846
*
```

As for the molecular weight: 1889.3 Da. As for the HOMO energy: -0.441 Ha. The value obtained for the gap between HOMO and LUMO is 0.2452 Eh.

Here are the Löwdin charges for atoms 1 to 99, given in e:
1 N -0.24
2 S 0.41
3 O -0.31
4 O -0.31
5 F -0.21
6 S 0.59
7 O -0.28
8 O -0.32
9 F -0.20
10 C -0.62
11 F 0.12
12 F 0.12
13 F 0.15
14 S 0.70
15 O -0.28
16 O -0.34
17 N -0.29
18 S 0.54
19 O -0.26
20 O -0.34
21 C -0.55
22 F 0.13
23 F 0.10
24 F 0.11
25 C -0.62
26 F 0.09
27 F 0.10
28 F 0.12
29 S 0.74
30 O -0.32
31 O -0.30
32 N -0.28
33 S 0.50
34 O -0.35
35 O -0.34
36 C -0.65
37 F 0.11
38 F 0.14
39 F 0.17
40 C -0.09
41 C -0.25
42 C -0.22
43 C -0.11
44 N -0.18
45 C -0.10
46 C -0.13
47 C -0.18
48 C -0.11
49 C 0.05
50 H 0.08
51 H 0.06
52 H 0.08
53 H 0.12
54 H 0.11
55 H 0.13
56 H 0.09
57 H 0.13
58 H 0.14
59 H 0.09
60 H 0.11
61 H 0.11
62 H 0.12
63 H 0.10
64 H 0.14
65 H 0.14
66 H 0.15
67 H 0.09
68 H 0.10
69 H 0.10
70 C -0.09
71 C -0.25
72 C -0.19
73 C -0.12
74 N -0.19
75 C -0.10
76 C -0.14
77 C -0.17
78 C -0.09
79 C 0.07
80 H 0.06
81 H 0.08
82 H 0.08
83 H 0.11
84 H 0.11
85 H 0.12
86 H 0.10
87 H 0.14
88 H 0.14
89 H 0.12
90 H 0.14
91 H 0.13
92 H 0.13
93 H 0.10
94 H 0.10
95 H 0.10
96 H 0.13
97 H 0.10
98 H 0.09
99 H 0.12

=====

# 2
ORCA calculation (the ωB97M-V functional and the def2-TZVPD basis) on 9 unconnected molecules or ions with the total composition C45H90F15N4O13.

Structure (ORCA input):
```
! RIJCOSX wB97M-V def2-TZVPD def2/J DEFGRID3
* xyz -1 1
C 7.215 10.355 6.651
C 6.141 10.097 5.643
C 6.432 9.079 4.523
C 6.192 7.590 4.956
N 6.476 6.499 3.818
C 6.108 5.048 4.331
C 7.209 4.043 3.948
C 8.132 4.842 2.972
C 7.939 6.306 3.482
C 5.557 6.726 2.560
C 4.135 6.985 2.831
C 3.424 7.413 1.516
H 6.762 10.694 7.582
H 7.948 11.015 6.188
H 7.629 9.404 6.986
H 5.585 10.935 5.224
H 5.311 9.786 6.277
H 7.489 9.116 4.260
H 5.930 9.310 3.584
H 5.138 7.399 5.157
H 6.834 7.346 5.803
H 5.138 4.788 3.908
H 5.929 5.023 5.406
H 6.813 3.180 3.412
H 7.669 3.760 4.895
H 8.007 4.709 1.897
H 9.157 4.500 3.113
H 8.300 7.073 2.795
H 8.403 6.349 4.467
H 5.744 5.814 1.994
H 6.030 7.588 2.089
H 4.054 7.907 3.405
H 3.599 6.274 3.460
H 2.636 8.146 1.690
H 2.918 6.579 1.030
H 4.084 7.991 0.870
C -1.383 4.318 -8.709
C -1.496 3.303 -7.648
O -1.612 3.525 -6.429
N -1.207 1.834 -8.057
H -0.835 1.767 -8.993
H -0.500 1.385 -7.491
C -2.523 1.022 -8.052
H -0.384 4.229 -9.136
H -1.433 5.371 -8.435
H -2.158 4.144 -9.456
H -2.999 1.063 -7.072
H -2.259 -0.004 -8.309
H -3.181 1.477 -8.792
C -4.771 -2.454 0.323
C -3.477 -1.767 -0.079
O -2.850 -2.050 -1.107
N -3.074 -0.586 0.799
H -3.839 0.072 0.749
H -2.929 -0.784 1.779
C -1.916 0.183 0.243
H -4.615 -3.304 0.988
H -5.227 -2.814 -0.598
H -5.498 -1.751 0.729
H -1.054 -0.383 -0.114
H -1.613 0.873 1.030
H -2.193 0.740 -0.652
C 1.749 -9.229 0.372
C 2.584 -7.952 0.136
N 2.758 -7.499 -1.331
C 3.629 -8.484 -2.155
C 1.365 -7.565 -2.034
C 1.319 -7.229 -3.527
C 3.298 -6.039 -1.468
C 4.538 -5.780 -0.626
O 5.578 -6.692 -0.931
C 6.895 -6.286 -0.481
H 2.135 -10.034 -0.253
H 0.693 -9.179 0.105
H 1.719 -9.627 1.386
H 3.542 -8.043 0.648
H 2.081 -7.121 0.630
H 3.839 -8.062 -3.138
H 3.256 -9.491 -2.341
H 4.487 -8.584 -1.490
H 0.743 -6.905 -1.429
H 1.069 -8.613 -2.054
H 1.562 -8.141 -4.073
H 2.064 -6.488 -3.816
H 0.345 -6.851 -3.840
H 2.507 -5.308 -1.299
H 3.463 -5.775 -2.512
H 4.305 -5.909 0.431
H 4.809 -4.727 -0.703
H 7.315 -5.466 -1.063
H 7.612 -7.070 -0.728
H 6.876 -5.925 0.547
C 0.399 -0.651 7.416
O 0.489 0.700 7.741
O -0.849 -0.850 6.818
C 1.685 -1.059 6.653
F 2.833 -0.656 7.209
F 1.859 -2.386 6.565
F 1.671 -0.636 5.368
C 0.440 1.121 9.125
C 1.021 2.569 9.288
H 2.005 2.692 8.837
H 0.281 3.340 9.071
H 1.215 2.623 10.359
H 0.990 0.453 9.788
H -0.618 1.132 9.384
H 0.536 -1.241 8.322
C -6.791 -5.881 -8.544
O -6.056 -6.552 -7.501
O -6.998 -4.487 -8.203
C -6.018 -6.304 -9.871
F -6.327 -7.525 -10.255
F -6.412 -5.602 -10.953
F -4.668 -6.223 -9.865
C -6.786 -6.896 -6.311
C -5.790 -7.567 -5.331
H -6.285 -8.032 -4.479
H -5.220 -8.394 -5.754
H -5.119 -6.769 -5.013
H -7.640 -7.541 -6.522
H -7.188 -6.024 -5.795
H -7.735 -6.393 -8.732
C -11.460 -6.172 0.988
O -10.471 -7.156 1.142
O -11.449 -5.905 -0.400
C -12.796 -6.395 1.735
F -13.502 -7.414 1.266
F -12.633 -6.607 3.014
F -13.587 -5.303 1.567
C -10.135 -7.890 2.292
C -8.992 -8.799 1.893
H -9.195 -9.266 0.929
H -8.124 -8.167 1.703
H -8.615 -9.542 2.596
H -10.979 -8.459 2.680
H -9.803 -7.178 3.048
H -10.996 -5.273 1.395
C -6.283 5.224 1.602
O -5.529 5.296 2.829
O -6.621 3.829 1.503
C -7.436 6.249 1.534
F -6.993 7.490 1.641
F -8.142 6.191 0.386
F -8.301 6.049 2.542
C -4.579 6.245 3.007
C -4.326 6.106 4.544
H -3.446 6.568 4.990
H -5.146 6.656 5.006
H -4.378 5.081 4.912
H -4.959 7.259 2.886
H -3.652 5.948 2.517
H -5.605 5.482 0.789
C 4.607 2.139 -4.902
O 4.285 3.341 -5.621
O 3.598 1.163 -5.139
C 6.103 1.715 -5.328
F 6.337 2.058 -6.600
F 6.920 2.374 -4.471
F 6.360 0.486 -5.161
C 4.756 4.558 -5.053
C 4.137 5.817 -5.715
H 3.051 5.863 -5.629
H 4.603 6.684 -5.248
H 4.391 5.924 -6.769
H 5.816 4.808 -5.091
H 4.508 4.612 -3.993
H 4.561 2.335 -3.831
*
```

As for the molecular weight: 1180.2 Da. As for the HOMO energy: -0.090 Ha. The value obtained for the gap between HOMO and LUMO is 0.0527 Eh.

Here are the Löwdin charges for atoms 1 to 99, given in e:
1 C -0.10
2 C -0.27
3 C -0.16
4 C -0.06
5 N -0.18
6 C -0.08
7 C -0.12
8 C -0.13
9 C -0.10
10 C -0.13
11 C -0.24
12 C -0.06
13 H 0.08
14 H 0.08
15 H 0.07
16 H 0.12
17 H 0.11
18 H 0.11
19 H 0.10
20 H 0.12
21 H 0.13
22 H 0.12
23 H 0.13
24 H 0.12
25 H 0.12
26 H 0.11
27 H 0.11
28 H 0.13
29 H 0.13
30 H 0.14
31 H 0.13
32 H 0.10
33 H 0.13
34 H 0.08
35 H 0.08
36 H 0.08
37 C 0.02
38 C -0.33
39 O 0.15
40 N 0.10
41 H 0.16
42 H 0.18
43 C 0.05
44 H 0.11
45 H 0.11
46 H 0.10
47 H 0.11
48 H 0.11
49 H 0.11
50 C 0.04
51 C -0.32
52 O 0.14
53 N 0.11
54 H 0.18
55 H 0.19
56 C 0.00
57 H 0.11
58 H 0.11
59 H 0.10
60 H 0.10
61 H 0.11
62 H 0.11
63 C -0.06
64 C -0.14
65 N -0.21
66 C 0.03
67 C -0.16
68 C -0.05
69 C -0.06
70 C -0.21
71 O -0.21
72 C -0.06
73 H 0.08
74 H 0.08
75 H 0.09
76 H 0.13
77 H 0.13
78 H 0.11
79 H 0.11
80 H 0.09
81 H 0.13
82 H 0.12
83 H 0.08
84 H 0.07
85 H 0.10
86 H 0.14
87 H 0.13
88 H 0.12
89 H 0.14
90 H 0.09
91 H 0.09
92 H 0.09
93 C -0.54
94 O -0.12
95 O -0.27
96 C -0.58
97 F 0.11
98 F 0.10
99 F 0.09